Record 1
Molecular formula: C4H14N2OS
Method: DFT, the ωB97M-V functional and the def2-TZVPD basis

Results
Charge: -1
ΔE to the lowest compared entry with this formula, charge and spin (kcal/mol): 21.7
Max |F| (eV/A): 2.73
⟨S²⟩: 0.751
Multiplicity: 2
HOMO (spin up / spin down) (Ha): 0.0273 / -0.1938
LUMO (spin up / spin down) (eV): 3.5 / 3.3
Frontier orbital gap (spin up / spin down) (eV): 2.785 / 8.588
E (eV): -20235.995

The geometry in XYZ format:
```
22
C4H14N2OS, DFT the ωB97M-V functional and the def2-TZVPD basis
C -0.6387 1.1960 -1.2532
N -1.7274 0.8094 -0.3580
C -1.5310 1.2209 1.0812
N -0.7557 0.3422 1.9049
C 0.6883 0.3043 -1.1408
C 0.3705 -1.1026 -1.6346
S 0.8366 -2.4537 -0.5003
H -0.9803 1.2407 -2.2793
H -0.4203 2.2309 -1.0024
H -1.7804 -0.2083 -0.2385
H -2.5681 1.3629 1.3661
H -0.9916 2.1848 1.0418
H -0.0063 0.7691 2.4096
H -1.0657 -0.6105 1.8889
H 1.3379 0.7400 -1.9019
H 0.9845 0.3665 -0.1038
H -0.7158 -1.1797 -1.7152
H 1.0051 -1.2977 -2.5129
H 1.7942 -3.0091 -1.2619
H 2.5384 -1.3273 1.6073
H 1.3489 -0.7144 2.1785
O 2.2770 -0.8642 2.4242
```

=====

Record 2
Molecular formula: C4H14N2OS
Method: DFT, the ωB97M-V functional and the def2-TZVPD basis

Results
ΔE to the lowest compared entry with this formula, charge and spin (kcal/mol): 159.8
Max |F| (eV/A): 3.12
HOMO (Ha): -0.3145
LUMO (eV): -2.8
Frontier orbital gap (eV): 5.794
E (eV): -20231.099

The geometry in XYZ format:
```
22
C4H14N2OS, DFT the ωB97M-V functional and the def2-TZVPD basis
C -1.1227 -0.6476 -0.9618
N 0.1109 1.0472 0.3714
C 1.1721 0.5114 1.1025
C 1.7256 -0.8858 0.5036
S 3.4409 -0.7964 0.2278
C -2.5595 -0.4330 -0.4682
N -2.7923 -0.2238 0.9896
H -0.9764 0.0136 -1.8061
H -0.9973 -1.7157 -1.0487
H -0.6188 0.1276 -0.1317
H 0.8613 0.4123 2.1398
H 1.9666 1.2430 0.8469
H 1.5429 -1.7284 1.1729
H 1.1040 -1.0335 -0.3768
H 3.2197 0.0698 -0.8279
H -2.9275 0.5495 -0.7750
H -3.3073 -1.1831 -0.7065
H -2.3255 0.5870 1.3638
H -2.5029 -1.0530 1.4827
H 2.3349 2.3218 -1.4979
H 0.5346 1.3213 -0.5433
O 2.1168 1.4960 -1.0571
```

=====

Record 3
Molecular formula: C4H14N2OS
Method: DFT, the ωB97M-V functional and the def2-TZVPD basis

Results
ΔE to the lowest compared entry with this formula, charge and spin (kcal/mol): 14.2
Max |F| (eV/A): 1.87
HOMO (Ha): -0.3340
SMILES: NCNCCCS.O
LUMO (eV): 0.8
Frontier orbital gap (eV): 9.896
E (eV): -20237.413

The geometry in XYZ format:
```
22
C4H14N2OS, DFT the ωB97M-V functional and the def2-TZVPD basis
N 2.7611 -0.0162 1.1198
C 1.3604 -0.3040 1.0097
N 0.6012 0.7641 0.2938
C -0.8618 0.6308 0.5093
C -1.7323 0.2347 -0.6874
C -1.2243 -0.8567 -1.6276
S -0.8976 -2.4530 -0.8259
H 3.2680 0.0184 0.2537
H 3.0270 0.7289 1.7374
H 1.3185 -1.2364 0.4496
H 0.9415 -0.2949 2.0095
H 0.7242 0.7059 -0.7126
H -1.0781 0.0355 1.3957
H -1.1812 1.6233 0.8568
H -2.6322 -0.1558 -0.2038
H -1.9312 1.1298 -1.2836
H -1.9186 -0.9991 -2.4379
H -0.2823 -0.5320 -2.0825
H -1.2228 -2.2210 0.4527
O 0.6797 3.7599 0.7391
H 0.5488 3.8713 1.6851
H 1.0917 2.8906 0.5848
```

=====

Please write out number 1 again, unchanged.
Molecular formula: C4H14N2OS
Method: DFT, the ωB97M-V functional and the def2-TZVPD basis

Results
Charge: -1
ΔE to the lowest compared entry with this formula, charge and spin (kcal/mol): 21.7
Max |F| (eV/A): 2.73
⟨S²⟩: 0.751
Multiplicity: 2
HOMO (spin up / spin down) (Ha): 0.0273 / -0.1938
LUMO (spin up / spin down) (eV): 3.5 / 3.3
Frontier orbital gap (spin up / spin down) (eV): 2.785 / 8.588
E (eV): -20235.995

The geometry in XYZ format:
```
22
C4H14N2OS, DFT the ωB97M-V functional and the def2-TZVPD basis
C -0.6387 1.1960 -1.2532
N -1.7274 0.8094 -0.3580
C -1.5310 1.2209 1.0812
N -0.7557 0.3422 1.9049
C 0.6883 0.3043 -1.1408
C 0.3705 -1.1026 -1.6346
S 0.8366 -2.4537 -0.5003
H -0.9803 1.2407 -2.2793
H -0.4203 2.2309 -1.0024
H -1.7804 -0.2083 -0.2385
H -2.5681 1.3629 1.3661
H -0.9916 2.1848 1.0418
H -0.0063 0.7691 2.4096
H -1.0657 -0.6105 1.8889
H 1.3379 0.7400 -1.9019
H 0.9845 0.3665 -0.1038
H -0.7158 -1.1797 -1.7152
H 1.0051 -1.2977 -2.5129
H 1.7942 -3.0091 -1.2619
H 2.5384 -1.3273 1.6073
H 1.3489 -0.7144 2.1785
O 2.2770 -0.8642 2.4242
```

=====

Question: Which formula does entry 1 have?
Answer: C4H14N2OS

=====

Please write out number 3 again, unchanged.
Molecular formula: C4H14N2OS
Method: DFT, the ωB97M-V functional and the def2-TZVPD basis

Results
ΔE to the lowest compared entry with this formula, charge and spin (kcal/mol): 14.2
Max |F| (eV/A): 1.87
HOMO (Ha): -0.3340
SMILES: NCNCCCS.O
LUMO (eV): 0.8
Frontier orbital gap (eV): 9.896
E (eV): -20237.413

The geometry in XYZ format:
```
22
C4H14N2OS, DFT the ωB97M-V functional and the def2-TZVPD basis
N 2.7611 -0.0162 1.1198
C 1.3604 -0.3040 1.0097
N 0.6012 0.7641 0.2938
C -0.8618 0.6308 0.5093
C -1.7323 0.2347 -0.6874
C -1.2243 -0.8567 -1.6276
S -0.8976 -2.4530 -0.8259
H 3.2680 0.0184 0.2537
H 3.0270 0.7289 1.7374
H 1.3185 -1.2364 0.4496
H 0.9415 -0.2949 2.0095
H 0.7242 0.7059 -0.7126
H -1.0781 0.0355 1.3957
H -1.1812 1.6233 0.8568
H -2.6322 -0.1558 -0.2038
H -1.9312 1.1298 -1.2836
H -1.9186 -0.9991 -2.4379
H -0.2823 -0.5320 -2.0825
H -1.2228 -2.2210 0.4527
O 0.6797 3.7599 0.7391
H 0.5488 3.8713 1.6851
H 1.0917 2.8906 0.5848
```

=====

Please write out number 3 again, unchanged.
Molecular formula: C4H14N2OS
Method: DFT, the ωB97M-V functional and the def2-TZVPD basis

Results
ΔE to the lowest compared entry with this formula, charge and spin (kcal/mol): 14.2
Max |F| (eV/A): 1.87
HOMO (Ha): -0.3340
SMILES: NCNCCCS.O
LUMO (eV): 0.8
Frontier orbital gap (eV): 9.896
E (eV): -20237.413

The geometry in XYZ format:
```
22
C4H14N2OS, DFT the ωB97M-V functional and the def2-TZVPD basis
N 2.7611 -0.0162 1.1198
C 1.3604 -0.3040 1.0097
N 0.6012 0.7641 0.2938
C -0.8618 0.6308 0.5093
C -1.7323 0.2347 -0.6874
C -1.2243 -0.8567 -1.6276
S -0.8976 -2.4530 -0.8259
H 3.2680 0.0184 0.2537
H 3.0270 0.7289 1.7374
H 1.3185 -1.2364 0.4496
H 0.9415 -0.2949 2.0095
H 0.7242 0.7059 -0.7126
H -1.0781 0.0355 1.3957
H -1.1812 1.6233 0.8568
H -2.6322 -0.1558 -0.2038
H -1.9312 1.1298 -1.2836
H -1.9186 -0.9991 -2.4379
H -0.2823 -0.5320 -2.0825
H -1.2228 -2.2210 0.4527
O 0.6797 3.7599 0.7391
H 0.5488 3.8713 1.6851
H 1.0917 2.8906 0.5848
```